Entry 1:
11
Properties=species:S:1:pos:R:3:forces:R:3 method="wB97M-V/def2-TZVPD" smiles="C=N.O.O" e_homo_ev=-10.22 relative_energy_kj_mol=94.31
C 2.72751 0.54312 2.09842 0.69 -0.04 -0.74
N 1.98911 1.52467 2.40107 -0.61 -1.07 -0.30
H 3.12796 0.44447 1.08170 0.21 0.44 0.24
H 3.07084 -0.25239 2.76897 -0.56 -0.08 0.12
H 1.53401 1.25716 3.27068 0.27 0.76 0.69
O -1.44725 -4.89475 -0.76980 0.16 0.13 0.53
H -2.23884 -4.86545 -1.29620 -0.41 -0.08 -0.57
H -1.76049 -4.55861 0.07824 0.26 -0.05 0.04
O -1.94779 3.65034 -3.32488 -0.32 -0.24 0.06
H -2.59109 4.31230 -3.06165 0.06 0.33 0.02
H -2.46398 2.83914 -3.24656 0.26 -0.09 -0.08

---

Entry 2:
92
Properties=species:S:1:pos:R:3:forces:R:3 method="wB97M-V/def2-TZVPD" charge=+1 e_homo_ev="-9.93 / -9.93" relative_energy_kj_mol=263.81
Ir -0.77510 -1.14938 0.42213 -0.39 -1.64 0.91
C 2.84767 0.78686 2.17775 -0.17 -0.13 -0.25
C 2.37991 -0.64823 1.95416 0.24 0.14 0.75
C 1.40721 -1.06466 3.06643 0.10 -0.10 -0.36
C 3.57452 -1.59584 1.89624 -0.20 0.14 -0.25
O 1.64447 -0.72900 0.69526 -0.98 0.12 0.57
Si 2.11609 -0.39476 -0.85445 -0.56 0.07 -0.80
S 0.22478 -0.87567 -1.76305 -0.60 -0.39 1.17
O 3.27522 -1.44000 -1.23724 0.10 -0.09 0.25
C 3.88210 -1.84339 -2.48328 0.16 -0.21 -0.30
C 3.87336 -0.69902 -3.48880 -0.05 -0.02 0.26
C 3.08540 -3.02792 -3.02668 0.07 0.15 0.14
C 5.30738 -2.26409 -2.15102 -0.17 0.10 0.02
O 2.60611 1.10630 -1.13080 0.21 -0.14 0.13
C 1.97639 2.38507 -1.36253 -0.29 0.42 -0.04
C 3.02848 3.43936 -1.04219 -0.07 -0.21 -0.03
C 1.56365 2.45746 -2.82999 0.13 -0.14 0.15
C 0.75388 2.56071 -0.46173 0.23 -0.18 -0.03
H 3.45429 0.84294 3.08018 0.00 -0.02 0.04
H 1.98802 1.44758 2.28935 0.06 0.05 0.00
H 3.44751 1.11814 1.33085 0.05 0.08 0.02
H 1.64400 -0.54792 3.99413 -0.02 -0.03 0.03
H 1.44855 -2.13853 3.25996 -0.01 -0.04 0.01
H 0.38845 -0.79982 2.77401 0.02 0.07 0.21
H 4.06252 -1.63324 2.86879 -0.01 0.01 0.03
H 4.29157 -1.25579 1.15072 0.08 -0.06 0.01
H 3.25175 -2.60191 1.62139 0.04 -0.05 0.02
H 2.84680 -0.42918 -3.74691 -0.02 0.04 -0.09
H 4.39424 -1.00492 -4.39438 -0.03 0.01 -0.05
H 4.36974 0.17640 -3.07233 0.02 0.03 -0.02
H 2.03615 -2.75296 -3.14016 -0.03 -0.03 -0.07
H 3.16274 -3.88016 -2.34967 0.00 -0.04 0.01
H 3.47613 -3.32146 -3.99973 -0.01 -0.06 -0.02
H 5.88561 -1.40743 -1.80596 0.03 0.01 0.01
H 5.78692 -2.68013 -3.03608 0.05 0.00 -0.01
H 5.29924 -3.02117 -1.36729 0.02 -0.03 0.01
H 3.91846 3.28039 -1.65010 0.02 0.03 -0.03
H 3.31009 3.38484 0.00938 0.01 0.03 0.03
H 2.63085 4.43208 -1.24802 0.01 0.04 0.01
H 2.43583 2.36168 -3.47663 0.02 0.01 -0.02
H 1.08215 3.41359 -3.03006 -0.02 0.02 -0.04
H 0.86347 1.65396 -3.06243 -0.07 0.04 -0.03
H 1.04893 2.60188 0.58672 -0.03 0.01 0.05
H 0.05576 1.73195 -0.59684 -0.10 0.07 -0.02
H 0.24396 3.48996 -0.71240 -0.06 0.01 0.04
N 0.51627 -3.91803 -0.45849 -0.05 -0.31 -0.14
N 0.13783 -3.27790 0.76210 -0.09 1.21 -1.02
H 1.00804 -4.78858 -0.28126 0.06 0.06 0.13
H 1.12715 -3.29446 -0.97566 -0.09 0.09 0.00
H 0.91804 -3.16769 1.40738 -0.01 0.09 0.00
H -0.56250 -3.86490 1.20193 -0.13 0.15 0.00
Cl -4.30276 -3.43156 -3.41405 0.06 -0.04 -0.03
C -4.02759 -3.17065 -1.74200 -0.03 -0.04 0.28
C -5.02262 -3.41863 -0.80626 0.15 0.12 0.01
C -4.75215 -3.14487 0.52532 0.06 -0.13 -0.12
C -3.53201 -2.59504 0.86891 -0.04 0.03 0.44
N -2.58059 -2.37140 -0.03893 1.22 1.81 0.09
C -2.80653 -2.67128 -1.31725 0.09 -0.06 -0.48
H -5.98760 -3.79292 -1.11647 0.00 -0.06 -0.02
H -5.48617 -3.35376 1.28910 -0.01 0.10 0.04
H -3.31011 -2.31694 1.89104 0.01 0.07 -0.02
H -2.00034 -2.49898 -2.01775 -0.04 0.07 0.01
C -0.37667 2.02378 3.74539 -0.16 0.08 0.07
C -1.90641 2.13464 3.74215 0.28 -0.22 -0.17
C -2.54762 0.86551 4.30999 0.02 0.22 0.08
C -2.39997 2.48677 2.35459 0.27 -0.47 -0.21
C -2.88081 3.76387 2.13007 -0.17 0.13 -0.13
C -3.38650 4.15290 0.89976 -0.06 -0.02 -0.04
C -3.42720 3.22989 -0.12876 0.09 0.22 0.08
C -2.90397 1.95588 0.01714 0.32 -0.72 0.77
C -3.00418 0.98808 -1.13252 -0.03 0.09 -0.05
C -2.60663 1.61327 -2.47378 0.03 -0.13 0.08
C -4.42313 0.41147 -1.20809 0.23 -0.13 0.00
C -2.33441 1.56306 1.27090 -1.11 1.79 -0.47
O -1.75450 0.39050 1.47486 1.52 -2.15 -1.47
H -0.00013 1.91539 4.76374 0.05 -0.04 0.03
H 0.06790 2.91865 3.30718 0.06 0.00 0.01
H -0.06837 1.15662 3.16365 -0.01 0.12 0.00
H -2.18191 2.96479 4.39774 -0.01 0.00 -0.04
H -2.30227 -0.00259 3.69959 -0.01 -0.01 0.03
H -3.63179 0.97282 4.35128 -0.03 -0.06 0.01
H -2.18049 0.69662 5.32336 -0.04 -0.06 0.04
H -2.86831 4.47884 2.94430 -0.03 -0.05 0.06
H -3.76863 5.15397 0.75281 -0.02 0.00 0.02
H -3.87893 3.50478 -1.07383 0.05 0.02 -0.05
H -2.31295 0.16027 -0.93502 -0.05 0.11 -0.11
H -3.43264 2.17994 -2.90437 0.01 0.06 -0.02
H -2.33071 0.83235 -3.18365 -0.05 0.00 -0.08
H -1.75368 2.28112 -2.35727 0.04 0.01 -0.03
H -5.14859 1.21597 -1.32615 -0.04 0.01 -0.02
H -4.67432 -0.13429 -0.29660 -0.04 0.00 0.03
H -4.51380 -0.26181 -2.06285 -0.08 -0.02 -0.04

---

Entry 3:
33
Properties=species:S:1:pos:R:3:forces:R:3 method="wB97M-V/def2-TZVPD" charge=+1 e_homo_ev=-12.66 relative_energy_kj_mol=176.22
C -1.49059 2.49952 1.01774 0.78 -0.29 -0.86
C -1.07919 2.97613 2.21074 -1.19 0.98 0.87
C 0.32685 1.44772 1.62283 -0.78 -2.93 -0.28
C 0.80051 0.37431 -3.21882 1.14 2.03 0.55
C 0.27763 -1.98983 -3.41541 1.80 0.16 -1.05
C -1.34948 -1.63766 0.74959 0.77 0.84 -0.37
C 0.90653 -2.27607 0.00537 -0.30 -3.99 -2.67
C 0.70133 2.31285 3.83591 -0.11 -0.28 3.17
C 0.14145 -0.79814 -2.55089 1.63 0.65 -1.52
C -0.47629 -1.82084 -0.52777 -1.17 -2.89 1.46
N -0.62363 1.45993 0.65234 1.19 0.64 0.44
N -0.01738 2.20223 2.63593 -0.92 1.91 -1.77
N -0.25965 -0.70798 -1.37511 -0.41 1.77 2.16
H -2.15633 2.97360 0.31853 -0.35 -0.38 0.06
H -1.48700 3.85697 2.75296 0.54 -1.08 -0.31
H 0.37013 0.52747 -4.20585 -0.08 0.27 -0.09
H 0.79649 1.35404 -2.60780 -0.37 -1.57 -0.95
H 1.91314 0.18109 -3.41700 -1.55 -0.08 0.44
H -0.40691 -1.92431 -4.24578 -0.75 -0.17 -0.08
H 0.19598 -2.91167 -2.86705 0.08 -0.49 -0.26
H 1.27356 -1.84528 -3.99802 -1.39 -0.82 1.33
H -2.07735 -0.83879 0.79106 -0.74 -0.18 -0.68
H -1.74011 -2.60558 0.99922 -0.56 -0.23 0.16
H -0.71192 -1.35243 1.57175 0.53 -0.06 0.45
H 1.38339 -1.52143 0.50504 1.34 2.01 1.13
H 1.43014 -2.57292 -0.92956 0.43 0.68 0.57
H 1.06784 -3.26246 0.57597 -1.25 1.55 -0.34
H 0.97595 3.31476 4.10250 -0.58 0.91 -0.09
H 0.11245 1.86987 4.73206 1.17 0.51 -1.62
H 1.68539 1.91665 3.71122 0.39 -1.10 0.05
H 1.08873 0.70048 1.83950 -0.11 0.07 -0.91
H -0.96239 -2.68822 -1.06033 0.57 0.77 0.19
H -0.60928 0.78599 -0.21085 0.22 0.80 0.81